ORCA calculation (wB97M-V/def2-TZVPD) on a structure of composition C28H45BF8NbO4 at a distorted geometry.

Each line ends with the Löwdin charge.
CARTESIAN COORDINATES (ANGSTROEM)
H -4.7448 2.1790 0.4763  0.124
C -3.7434 -3.7660 -3.4335  -0.034
C -5.5390 0.6099 -0.9856  -0.082
H -1.1105 -2.9354 -4.8954  0.106
F 7.1435 4.0122 4.5352  0.092
H 7.5129 2.6554 3.1204  0.175
C 1.9397 -0.2096 1.0582  -0.388
C 6.8146 3.4663 3.3377  -0.277
C -6.2095 -2.8510 -3.7196  -0.104
H -0.8177 3.0341 -2.2563  0.107
H 3.7993 -4.0875 4.7533  0.066
Nb 0.1487 -0.6905 -0.3004  1.553
H 0.0925 -2.4719 -2.7173  0.042
H 1.8634 0.8830 1.3938  0.019
H 5.3773 4.3036 -0.6842  0.149
C 3.9284 3.9006 0.8127  -0.437
C -1.0444 -2.4654 -2.6236  -0.307
C -5.6799 -1.5314 -4.3419  -0.085
H -6.4260 2.4863 -0.1767  0.122
H 0.3134 2.1692 -0.1111  0.046
F 3.1396 3.8398 -0.3005  0.106
C -5.2644 -4.0009 -3.2641  -0.079
C 3.7302 -4.5314 3.7044  -0.154
C -3.6249 2.6614 -2.0259  -0.348
F 1.9980 4.0093 2.1842  0.093
C -5.3721 2.1290 -0.4924  -0.247
F 4.1480 2.6170 1.1802  0.129
H 1.3819 -3.3258 0.3517  0.032
H -2.6603 -0.4398 3.1746  0.058
C 0.1845 1.4586 -1.0203  -0.383
F 8.1120 4.9764 2.0743  0.135
H -5.6021 -4.9793 -2.7894  0.078
H -1.6478 -1.9174 2.7780  0.051
H -1.1616 1.3177 -2.7961  0.097
C 3.1505 4.6608 1.8881  -0.299
H -5.0262 -0.1564 -0.3052  0.077
H -1.3271 -3.4977 -2.1831  0.077
B -1.2090 -0.0786 1.4947  -0.527
H 3.4458 -2.4496 1.1514  0.100
H 1.6212 -3.6751 3.3432  0.096
H -0.2226 1.4611 2.2305  0.061
O -3.5054 2.7526 -3.2816  0.033
H -0.5977 -4.2370 1.8302  0.047
H 2.4483 -4.4288 1.8919  0.090
C 6.8431 4.5246 2.2297  -0.505
F 6.0996 5.6107 2.5188  0.132
C -0.7275 -3.7151 0.8041  -0.131
H 4.1183 -2.0751 2.8581  0.095
H 2.8862 5.6660 1.5477  0.172
C -4.1352 -1.2837 -4.5120  -0.023
F 3.8323 4.7648 3.0461  0.088
H 1.3822 -1.0894 -1.6093  -0.099
C 2.0598 -1.1309 2.3759  -0.308
O 6.4610 4.0083 0.9733  0.033
H -6.6646 0.3411 -0.9587  0.079
C 2.6289 -3.7447 2.8087  -0.274
H -7.3280 -3.0108 -3.5836  0.070
C 5.2658 4.5359 0.3786  -0.042
C -2.4436 2.0941 -1.0652  -0.111
H 3.3483 -5.6166 3.8359  0.067
C 0.3263 -2.8481 0.3808  -0.322
H -5.1981 0.4147 -2.0586  0.071
H -3.1373 -1.4179 1.6825  0.050
H 1.1306 1.6251 -1.6605  0.042
C -3.2069 -2.4295 -4.0384  -0.179
H 5.2408 5.6283 0.4192  0.142
O -4.9137 3.0561 -1.5085  -0.084
O -1.1510 1.3319 1.9295  -0.079
H 4.7176 -4.5678 3.1349  0.068
H -1.3765 -1.1692 -4.4284  0.110
H -1.7027 -3.9088 0.2443  0.042
H -2.3391 2.8650 -0.2309  0.131
C 3.1693 -2.3109 2.2643  -0.222
H 2.9116 -0.3644 0.4501  0.038
C -2.2362 -1.0555 2.2838  -0.116
H -2.2056 -0.5115 -2.1057  0.024
H 2.4484 -0.4355 3.2213  0.094
F 5.5853 2.9286 3.4806  0.101
H -2.9788 -4.5551 -3.1058  0.093
H -2.3380 -1.8963 -0.9053  0.041
C -1.5969 -1.3234 -1.5940  -0.351
C -1.6190 -2.2581 -4.1284  -0.185
C -1.0635 1.9830 -1.8579  -0.304
H 1.0770 -1.5682 2.7573  0.069
H -6.3738 -0.6979 -4.6972  0.081
H -3.7019 -0.3273 -4.9460  0.096
H -2.8517 1.0769 -0.6917  0.102

Forces on the atoms, in the same order (eV/Å):
-0.7 0.0 -1.7
-2.6 2.5 -1.0
-0.8 -0.4 0.0
-0.9 0.7 1.1
0.2 0.3 -0.3
0.1 0.1 -0.2
0.5 -0.5 1.1
-0.2 -0.7 0.5
2.9 0.3 -0.4
-0.6 -1.4 0.5
0.3 -0.4 -1.5
-0.1 -0.9 -1.2
-1.5 0.1 0.3
0.3 -1.3 -0.5
-0.1 -0.2 0.2
0.6 -0.9 -0.2
0.2 0.0 -0.4
2.7 -2.2 0.9
1.8 -0.3 -0.7
-0.2 -1.2 -1.2
0.0 0.5 0.3
2.4 3.7 -1.6
-1.4 -0.4 -0.3
0.1 0.0 -3.9
0.1 -0.1 -0.3
-1.1 -0.6 1.5
-0.1 0.4 0.2
-1.4 1.2 1.6
0.4 -0.9 -1.3
0.1 1.4 -0.5
0.0 -0.4 0.4
0.2 1.7 -0.8
-1.0 1.1 -1.1
-0.2 1.1 1.5
-0.9 0.0 0.3
-0.5 1.3 -0.9
0.4 1.6 -0.9
0.0 1.4 1.5
-0.3 0.3 1.8
1.5 0.1 -0.6
-0.7 0.2 -0.8
-0.3 -0.1 5.0
-0.1 -0.1 -2.1
0.1 1.1 1.5
-0.3 0.6 -1.9
0.3 -0.2 0.5
2.1 1.0 0.3
-1.3 0.0 -0.9
0.1 0.0 -0.1
-1.8 -4.3 2.0
0.1 0.0 -0.1
0.9 0.2 0.0
1.4 0.7 0.9
-0.5 0.3 1.4
1.8 0.4 -0.1
0.8 -0.7 -0.7
1.7 0.4 -0.3
0.4 0.1 -0.7
-1.0 0.5 -0.8
0.7 1.6 -0.2
-1.3 -2.8 -1.7
-0.3 0.5 1.5
1.4 0.1 0.7
-1.4 -0.2 0.8
-2.0 -0.2 -0.3
-0.1 -0.2 0.3
2.2 -1.8 0.3
0.3 -2.0 0.8
-1.2 0.2 1.0
-0.5 -1.7 0.4
0.9 1.2 1.2
-0.2 -1.4 -0.7
-0.8 -0.7 -0.1
-1.5 0.5 0.9
-0.7 0.8 1.5
0.7 -1.0 0.4
-0.7 -1.1 -1.0
0.2 0.2 -0.2
-1.4 1.3 -0.6
0.8 1.0 -1.0
-1.2 -1.4 0.2
-0.8 0.6 1.1
0.3 0.3 -0.9
1.2 0.5 -0.7
0.9 -1.5 0.7
-0.7 -1.4 0.7
0.9 1.6 -0.3

## Properties
* orbital gap: 6.10 eV
* charge: -1
* E_HOMO: -3.9 eV